a | A gas-phase ion, C3H6N (charge +1). Source: OMol25; level of theory: ωB97M-V/def2-TZVPD.

Spin multiplicity: 1
Structure (SMILES): C=CC=[NH2+]
HOMO energy: -15.6 eV
Total charge: +1

```
10
Properties=species:S:1:pos:R:3:nbo_charge:R:1
C 1.98700 0.23429 -0.09328 -0.293
C 0.91242 -0.53247 -0.03450 -0.169
C -0.73890 0.13749 -0.05048 0.262
N -2.08020 -0.16813 -0.05551 -0.638
H 2.91915 -0.20241 0.39402 0.279
H 1.90610 1.36436 -0.19029 0.247
H 0.81132 -1.53183 -0.15841 0.219
H -0.75629 1.22136 0.34253 0.200
H -2.66077 0.62359 0.06534 0.448
H -2.29981 -1.14624 -0.21940 0.444
```

---

b | A gas-phase ion, C3H6N (charge +1). Source: OMol25; level of theory: ωB97M-V/def2-TZVPD.

Spin multiplicity: 1
Structure (SMILES): C#CC[NH3+]
HOMO energy: -14.8 eV
Total charge: +1

```
10
Properties=species:S:1:pos:R:3:nbo_charge:R:1
C -2.57325 -0.23130 0.26592 -0.063
C -1.39988 0.25352 0.03886 -0.163
C -0.11515 0.75681 -0.20300 -0.276
N 0.85127 -0.49052 -0.09280 -0.678
H -3.63610 -0.57220 0.25626 0.293
H 0.23862 1.25960 0.69995 0.272
H -0.03187 0.96757 -1.28860 0.275
H 1.76156 -0.12132 -0.26810 0.433
H 0.47878 -1.03253 -0.94304 0.461
H 0.91604 -0.97601 0.76706 0.446
```

---

Name the least stable of them. a.

---

a | A molecular structure, C29H67CsN5O4PSSi5Te. Source: OMol25; level of theory: ωB97M-V/def2-TZVPD.

Spin multiplicity: 1
HOMO energy: -2.1 eV
Total charge: -2

```
114
Properties=species:S:1:pos:R:3:lowdin_charge:R:1
Cs 1.08546 0.33753 -0.47041 0.964
C -1.67028 2.12171 -3.03749 -0.010
C -2.49051 0.89250 -2.95548 -0.343
N -3.12478 0.33019 -3.93893 0.112
N -3.73234 -0.75994 -3.36922 0.009
C -3.51083 -0.88438 -2.05068 -0.848
S -4.03434 -2.04447 -0.97277 0.549
N -2.71086 0.19221 -1.79303 -0.098
N -2.15117 0.49509 -0.54831 0.084
H -1.70641 2.49700 -4.05702 0.087
H -0.62485 1.95439 -2.76919 0.038
H -2.04376 2.89423 -2.36348 0.073
H -4.24709 -1.41264 -3.92925 0.138
H -2.76107 1.16448 -0.07946 0.080
H -2.21817 -0.36839 -0.00397 0.047
C 3.16972 -1.12920 -4.00261 -0.183
Si 3.65973 -1.80459 -2.30290 0.306
C 5.13051 -2.96671 -2.63982 -0.190
C 4.50132 -0.30630 -1.47088 -0.195
C 2.29308 -2.60377 -1.43460 -0.546
Si 0.89016 -3.23271 -2.39227 0.328
C -0.43153 -4.10639 -1.35696 -0.181
C 1.37411 -4.54180 -3.68929 -0.188
C -0.10514 -1.94991 -3.38598 -0.179
Si 2.61766 -3.39260 0.14090 0.385
C 3.97168 -2.56592 1.17808 -0.178
C 3.13232 -5.22365 0.06147 -0.189
C 1.11621 -3.38123 1.33416 -0.311
C 0.63174 -4.50951 1.99589 -0.090
C -0.47987 -4.41006 2.81668 -0.082
C -1.08312 -3.17483 2.97783 -0.064
C -0.52884 -2.08719 2.31589 -0.159
N 0.53077 -2.18142 1.51756 0.031
H 4.04317 -0.68892 -4.49303 0.023
H 2.41117 -0.34625 -3.91651 0.024
H 2.77327 -1.90912 -4.65703 0.013
H 5.93835 -2.47998 -3.19634 0.015
H 4.78803 -3.83384 -3.21200 0.019
H 5.54741 -3.34197 -1.69959 0.010
H 5.32034 0.00281 -2.13064 0.024
H 4.94019 -0.55394 -0.50229 0.012
H 3.86714 0.57496 -1.33792 -0.030
H -0.03542 -4.96284 -0.80510 0.017
H -1.21388 -4.47511 -2.02808 0.027
H -0.91287 -3.44088 -0.63633 0.014
H 1.83027 -5.39785 -3.18244 0.017
H 2.11215 -4.15090 -4.39550 0.007
H 0.51310 -4.90200 -4.26243 0.017
H -0.30091 -1.01730 -2.84917 -0.017
H -1.07777 -2.38160 -3.64538 0.024
H 0.39027 -1.67416 -4.31927 0.019
H 4.94028 -2.57722 0.67131 0.014
H 4.08178 -3.08913 2.13251 0.025
H 3.71498 -1.52591 1.39493 0.020
H 4.02813 -5.31187 -0.55969 0.017
H 2.35195 -5.82817 -0.41099 0.017
H 3.35567 -5.65347 1.04354 0.016
H 1.11419 -5.46732 1.84258 0.088
H -0.87720 -5.28661 3.31672 0.096
H -1.96323 -3.04366 3.59152 0.087
H -0.94899 -1.09123 2.43880 0.091
C 3.52328 4.27360 1.62553 -0.071
C 2.86193 4.79958 0.37031 -0.331
O 2.48796 3.67637 -0.42054 -0.332
P 1.92967 3.81506 -1.94030 0.006
O 1.53784 2.41291 -2.27391 -0.591
Te 0.39584 5.58091 -2.19595 0.258
O 3.26664 4.26624 -2.74488 -0.327
C 4.36730 3.35111 -2.79252 -0.292
C 4.31431 2.50189 -4.04490 -0.080
H 3.76417 5.09871 2.29902 0.074
H 4.44362 3.73951 1.38056 0.073
H 2.85265 3.58572 2.14166 0.061
H 3.54594 5.43956 -0.19766 0.111
H 1.96859 5.38243 0.60399 0.068
H 4.37384 2.72084 -1.90026 0.091
H 5.27007 3.96682 -2.77419 0.112
H 3.40809 1.89866 -4.04446 0.055
H 5.17906 1.83487 -4.08505 0.070
H 4.31547 3.13567 -4.93339 0.075
C 1.30002 0.54351 3.69388 -0.180
O 0.67034 1.07394 2.55696 -0.289
H 0.80495 -0.36428 4.06101 0.065
H 1.33638 1.26798 4.51840 0.070
H 2.32596 0.27753 3.42955 0.073
H -0.26999 1.33752 2.78358 -0.004
C -5.16715 1.61924 1.87311 -0.195
Si -3.76405 1.22814 3.10315 0.340
C -3.84901 -0.66118 3.25935 -0.205
C -4.38846 1.85549 4.78202 -0.205
C -2.15008 1.90829 2.66873 -0.364
Si -1.75364 3.62652 3.08349 0.353
C -1.41189 3.86353 4.93767 -0.191
C -3.08015 4.93690 2.68300 -0.203
C -0.19281 4.21660 2.20464 -0.182
H -6.14331 1.27278 2.22953 0.015
H -4.98744 1.12432 0.91214 0.003
H -5.22988 2.69575 1.69093 0.012
H -4.85027 -0.98014 3.56779 0.020
H -3.13078 -1.01256 4.00564 0.011
H -3.62787 -1.15872 2.31059 0.001
H -5.34993 1.39115 5.02258 0.015
H -4.52767 2.93963 4.79073 0.007
H -3.68146 1.60412 5.57682 0.020
H -1.85586 1.68241 1.63665 -0.044
H -2.29165 3.63933 5.54553 0.000
H -1.10305 4.89133 5.15450 0.015
H -0.60974 3.19110 5.25485 0.012
H -4.03879 4.70255 3.15614 0.002
H -3.24759 4.98134 1.60281 0.020
H -2.77372 5.93475 3.01482 0.012
H 0.65399 3.59770 2.51103 0.006
H 0.03111 5.26086 2.44435 0.032
H -0.27666 4.14362 1.11660 0.020
```

---

b | A molecular structure, C29H67CsN5O4PSSi5Te. Source: OMol25; level of theory: ωB97M-V/def2-TZVPD.

Spin multiplicity: 1
HOMO energy: -1.9 eV
Total charge: -2

```
114
Properties=species:S:1:pos:R:3:lowdin_charge:R:1
Cs 0.78291 0.22487 -0.98899 0.887
C -4.22650 -3.53999 -1.15398 -0.007
C -4.15323 -2.15539 -0.63892 -0.355
N -4.97377 -1.62257 0.21295 0.109
N -4.51835 -0.33927 0.34616 0.011
C -3.42927 -0.06361 -0.39235 -0.815
S -2.64277 1.39439 -0.57386 0.591
N -3.18321 -1.25970 -1.01270 -0.091
N -2.19108 -1.53175 -1.95535 0.138
H -5.18353 -3.96916 -0.86588 0.080
H -3.41863 -4.14456 -0.74485 0.046
H -4.11853 -3.54045 -2.23857 0.083
H -4.90635 0.28167 1.03332 0.134
H -1.93165 -0.64891 -2.39937 0.037
H -1.35775 -1.92579 -1.49160 0.032
C -0.83764 -1.84762 4.40628 -0.195
Si 0.64230 -0.74443 3.96913 0.340
C 1.79188 -0.95543 5.47851 -0.196
C 1.50070 -1.67881 2.56541 -0.185
C 0.21060 0.96813 3.60166 -0.448
Si -1.40978 1.59664 4.07192 0.338
C -1.74778 1.62253 5.95105 -0.196
C -1.72516 3.39229 3.54895 -0.187
C -2.89477 0.66283 3.34633 -0.192
Si 1.54872 2.13177 3.37416 0.410
C 3.20864 1.40745 2.82157 -0.179
C 1.97232 3.17079 4.91704 -0.196
C 1.29056 3.46884 2.01383 -0.288
C 1.16117 4.83387 2.28374 -0.096
C 1.02602 5.74614 1.25074 -0.087
C 1.04704 5.27910 -0.05253 -0.081
C 1.20062 3.91437 -0.24941 -0.174
N 1.31046 3.03152 0.73864 0.043
H -0.47274 -2.84349 4.67862 0.024
H -1.51670 -1.96463 3.55952 0.010
H -1.41176 -1.45804 5.25134 0.010
H 2.05582 -2.00519 5.64723 0.013
H 1.28971 -0.57912 6.37541 0.016
H 2.72015 -0.38855 5.36339 0.002
H 1.71863 -2.71522 2.84591 0.030
H 2.44204 -1.20905 2.27047 0.013
H 0.85734 -1.71059 1.68187 -0.009
H -1.02918 2.27861 6.45203 0.011
H -1.63317 0.62411 6.38294 0.004
H -2.75796 1.97899 6.18274 0.011
H -1.01733 4.09095 4.00206 0.006
H -2.73158 3.68713 3.86477 0.020
H -1.66278 3.50624 2.46386 0.026
H -3.05477 -0.30989 3.81424 0.010
H -2.72626 0.51136 2.27827 -0.015
H -3.80739 1.25767 3.47321 0.021
H 3.54814 0.58766 3.45849 0.010
H 3.96973 2.19407 2.84249 0.028
H 3.13978 1.04484 1.79334 0.011
H 2.29454 2.48789 5.70889 0.018
H 1.09263 3.70214 5.29379 0.009
H 2.77136 3.89986 4.74462 0.016
H 1.15749 5.17279 3.31233 0.086
H 0.91050 6.80455 1.45854 0.095
H 0.95897 5.94459 -0.90228 0.095
H 1.26359 3.52213 -1.26218 0.043
C -1.77599 4.51284 -2.34854 -0.087
C -0.86496 4.22039 -3.52000 -0.327
O -1.05320 2.87046 -3.93481 -0.292
P 0.05582 1.74156 -4.25361 0.074
O -0.19211 0.54033 -3.41847 -0.631
Te 2.25265 2.68041 -4.20879 0.436
O -0.33818 1.35742 -5.77129 -0.287
C -0.38513 2.37744 -6.76513 -0.326
C -1.82207 2.74103 -7.08229 -0.081
H -1.69581 5.56632 -2.06951 0.074
H -1.50022 3.90888 -1.48488 0.034
H -2.81364 4.28964 -2.59848 0.074
H 0.18397 4.38517 -3.26438 0.019
H -1.10136 4.86678 -4.37283 0.112
H 0.12185 1.97873 -7.64626 0.113
H 0.18282 3.25296 -6.43551 0.066
H -2.37117 1.86104 -7.41962 0.074
H -1.85492 3.49749 -7.87063 0.069
H -2.31627 3.13201 -6.19332 0.066
C 5.07852 0.59121 -1.06500 -0.166
O 3.73852 1.00730 -1.21012 -0.280
H 5.76897 1.44163 -1.03083 0.074
H 5.38518 -0.08523 -1.86939 0.072
H 5.14922 0.05653 -0.11817 0.079
H 3.62011 1.44231 -2.06863 -0.059
C -1.34602 -3.88135 1.02097 -0.186
Si -0.15760 -4.44893 -0.34984 0.325
C -1.18812 -5.32193 -1.68967 -0.202
C 0.78256 -5.87575 0.49505 -0.198
C 0.83793 -3.12333 -1.04253 -0.448
Si 1.60769 -3.30536 -2.66715 0.317
C 2.47230 -4.97571 -3.01891 -0.207
C 0.41128 -3.08819 -4.11742 -0.181
C 2.98884 -2.03735 -2.96541 -0.198
H -2.05400 -4.66276 1.31912 0.027
H -1.91441 -2.98694 0.75014 0.007
H -0.76308 -3.61661 1.90757 0.006
H -1.90004 -6.02883 -1.25008 0.020
H -0.52883 -5.88770 -2.35422 0.012
H -1.73900 -4.61092 -2.30862 0.000
H 0.10763 -6.63099 0.91354 0.012
H 1.39871 -5.48541 1.31057 0.014
H 1.45072 -6.36654 -0.21841 0.008
H 1.56085 -2.75550 -0.29991 -0.050
H 1.77362 -5.81256 -2.92481 0.000
H 3.27735 -5.14158 -2.29614 0.017
H 2.90356 -5.00770 -4.02569 0.009
H -0.41634 -3.80070 -4.07161 0.008
H 0.92777 -3.23230 -5.07258 0.020
H -0.01033 -2.07929 -4.11329 0.008
H 3.67283 -1.98216 -2.11330 0.020
H 2.60755 -1.03084 -3.16010 -0.008
H 3.57105 -2.32895 -3.84562 0.023
```

---

Name the least stable of them. b.